Computed, not measured: 2 unconnected molecules or ions with the total composition C6H18N2OSi in a non-equilibrium geometry, with wB97M-V/def2-TZVPD.

```
28
Properties=species:S:1:pos:R:3:forces:R:3
Si 2.9615 -0.5507 -0.0988 -1.048 0.226 0.344
O 4.1091 -1.6523 -0.3895 1.465 0.349 0.165
N 3.9344 0.6541 0.6076 0.837 0.447 -0.275
N -1.4766 1.1201 0.8147 -0.054 0.508 -0.664
C 3.3710 1.8466 1.2500 -0.124 1.332 -2.107
C -2.5792 0.4052 0.0890 -0.825 1.018 1.445
C 4.0997 -2.9878 -0.7538 -3.201 -0.296 -1.461
C -3.8324 1.1615 0.5818 -0.438 1.635 -1.440
C -2.5404 0.4004 -1.4401 2.798 0.018 -0.282
C -2.7138 -0.9541 0.7141 3.384 -1.024 3.140
H 3.4498 1.8705 2.3204 -0.243 -0.390 0.568
H -1.4032 0.2174 -1.6682 -2.087 0.503 -0.175
H -1.6300 2.1478 0.7801 0.317 -1.109 -0.164
H -0.5163 0.9073 0.5157 -0.706 0.012 -0.123
H -3.3424 -1.7171 0.3835 -2.033 -0.422 -1.023
H 4.0185 2.6836 0.8949 -0.805 -0.167 0.304
H -3.0578 -0.4503 -1.8283 -0.440 -0.637 -0.240
H -2.8485 -0.7963 1.8446 -0.158 -0.243 -1.625
H -1.7710 -1.5875 0.7233 -0.278 1.112 -0.254
H 2.2906 2.0716 0.8916 1.715 -0.507 0.754
H 3.4730 -3.5511 -0.0574 0.086 -0.132 0.171
H -2.9443 1.2910 -1.9849 0.640 -0.475 0.788
H -3.6767 1.6109 1.6315 -0.680 -1.335 -1.426
H -4.7710 0.5078 0.3581 1.462 1.527 0.808
H 3.4976 -3.0700 -1.7554 1.722 -0.316 1.340
H -3.7992 2.0769 -0.1294 -0.856 -1.108 1.230
H 5.0756 -3.4086 -0.7040 0.788 -0.205 -0.577
H 4.9265 0.7670 0.2959 -1.237 -0.321 0.775
```
Positions in Å, forces in eV/Å.

Output
M   162.3 g mol⁻¹
Calculated total energy   -19418.2302 eV
Maximum force   4.73 eV/Å
Highest occupied orbital energy   -8.53 eV

Results of the Löwdin charge analysis, in e, for atoms 1 through 2: atom 1 (Si): 0.605, atom 2 (O): -0.426